{
  "formula": "C9H17N4O2",
  "method": "ωB97M-V/def2-TZVPD",
  "species": ["C", "C", "C", "C", "N", "C", "C", "C", "N", "N", "C", "N", "C", "O", "O", "H", "H", "H", "H", "H", "H", "H", "H", "H", "H", "H", "H", "H", "H", "H", "H", "H"],
  "positions_angstrom": [[2.1789, -1.7726, 0.5935], [1.5085, -0.5676, -0.0709], [1.8475, -0.5839, -1.5622], [2.0162, 0.7176, 0.6092], [1.2670, 1.9212, 0.1550], [-0.1992, 1.8157, 0.3869], [-0.7376, 0.5995, -0.3539], [-0.0031, -0.6481, 0.1881], [-0.6482, -1.7655, -0.4583], [-1.8512, -1.7769, -0.1346], [-2.5890, -0.8822, 0.3392], [-3.5792, -0.8795, 1.1838], [-2.3029, 0.6983, -0.3305], [-2.8162, 1.4890, 0.4787], [-2.8352, 0.6699, -1.6066], [1.7937, -2.6834, 0.1453], [1.9725, -1.8031, 1.6604], [3.2551, -1.7446, 0.4504], [2.9203, -0.6934, -1.6972], [1.5320, 0.3110, -2.0952], [1.3607, -1.4379, -2.0225], [1.8966, 0.6347, 1.6914], [3.0758, 0.8569, 0.3864], [1.4268, 2.0341, -0.8534], [1.6306, 2.7541, 0.6285], [-0.7069, 2.7167, 0.0365], [-0.3943, 1.7229, 1.4576], [-0.4687, 0.6866, -1.4127], [-0.1701, -0.7015, 1.2769], [-3.7082, -1.5829, 1.8964], [-4.1668, -0.0479, 1.1791], [-2.5054, -0.0573, -2.1455]],
  "homo_lumo_gap_ev": [7.80, 7.80],
  "total_charge": 1,
  "smiles": "CC1(C)C[NH2+]C[C@H]2[C@H]1N=NC(=[NH2+])[C@]2([O-])O"
}

{
  "formula": "C9H17N6O14P2PtS2",
  "method": "ωB97M-V/def2-TZVPD",
  "species": ["Pt", "O", "S", "O", "O", "C", "C", "C", "C", "C", "C", "S", "O", "O", "O", "H", "H", "H", "H", "N", "C", "C", "P", "O", "O", "O", "P", "O", "O", "O", "H", "H", "H", "H", "H", "H", "H", "H", "N", "N", "C", "N", "N", "N", "O", "O", "H", "H", "H", "H", "H"],
  "positions_angstrom": [[0.6004, -0.2431, 0.3148], [-3.6220, -0.1988, 0.0460], [-2.5104, -0.0984, 0.9453], [-2.5376, -0.7092, 2.2273], [-1.3263, -0.6398, 0.0786], [-2.1577, 1.6383, 1.1491], [-3.0069, 2.4888, 0.4478], [-2.9002, 3.8646, 0.5787], [-1.9361, 4.4021, 1.4131], [-1.0656, 3.5633, 2.0924], [-1.1640, 2.1799, 1.9739], [0.1360, 1.3265, 2.8788], [1.3223, 2.0843, 2.5389], [-0.2400, 1.1573, 4.2327], [0.2771, -0.0624, 2.2530], [-3.7719, 2.0543, -0.1771], [-3.5798, 4.5078, 0.0372], [-1.8542, 5.4726, 1.5405], [-0.2989, 3.9798, 2.7312], [-0.4129, -3.9853, -2.9052], [-0.4138, -2.9946, -1.7548], [-1.6076, -3.3151, -0.8654], [-0.3033, -1.3477, -2.5805], [-1.7917, -0.8450, -2.7234], [0.3444, -1.5995, -3.8808], [0.5133, -0.3433, -1.6969], [1.1624, -3.3644, -0.8637], [2.2431, -3.3606, -2.0455], [1.0476, -4.7087, -0.3020], [1.4676, -2.1133, -0.0220], [-1.3634, -4.1715, -3.2286], [0.0111, -4.8665, -2.5909], [0.1348, -3.5758, -3.6809], [-2.5434, -3.2214, -1.4216], [-1.6619, -2.6415, -0.0125], [-1.5017, -4.3295, -0.4803], [-2.1935, -0.4305, -1.9427], [2.3692, -2.5078, -2.4885], [0.6696, 1.7620, -0.2205], [1.9961, 2.2405, -0.1253], [2.9208, 1.4686, 0.5094], [4.0816, 2.0125, 0.7859], [2.5283, 0.2181, 0.7480], [3.2772, -0.6067, 1.6580], [2.6842, -1.5098, 2.1295], [4.4545, -0.3368, 1.7906], [0.4264, 1.6641, -1.2134], [0.0047, 2.3572, 0.2866], [2.0770, 3.2454, -0.0582], [4.2419, 2.9939, 0.6325], [4.7735, 1.4452, 1.2608]],
  "homo_lumo_gap_ev": 7.87,
  "total_charge": 1
}

{
  "formula": "C9H17NO4P",
  "method": "ωB97M-V/def2-TZVPD",
  "species": ["C", "C", "C", "C", "C", "C", "C", "C", "C", "N", "O", "O", "O", "O", "P", "H", "H", "H", "H", "H", "H", "H", "H", "H", "H", "H", "H", "H", "H", "H", "H", "H"],
  "positions_angstrom": [[-2.4648, 1.5116, -1.0440], [-2.5213, 0.1983, -0.8925], [-1.5526, 1.7696, -2.1762], [-1.8074, -0.4600, -1.9944], [-1.5059, -1.8783, -2.3026], [-0.0786, -2.6879, 1.3975], [2.6142, 1.2626, 3.1888], [0.9035, -1.7692, 0.6020], [2.3517, 1.9302, 1.8534], [-1.3186, 0.4654, -2.7936], [-0.5823, 0.3128, -3.7889], [0.2546, 2.0628, 0.1187], [0.2484, -0.5207, 0.5172], [2.4007, 0.9401, 0.9305], [1.0593, 0.8140, -0.2041], [-2.8557, 2.2905, -0.4650], [-2.8532, -0.3281, -0.0135], [-2.0276, 2.4502, -2.9512], [-0.7371, 2.3196, -1.6055], [-0.5148, -1.6432, -2.8532], [-2.3305, -2.2430, -3.0074], [-1.2804, -2.4986, -1.4170], [-0.6680, -2.2329, 2.1399], [-0.8759, -3.0357, 0.6217], [0.5137, -3.4236, 1.8584], [2.9401, 1.8994, 3.9307], [1.7040, 0.6699, 3.4370], [3.4378, 0.6344, 2.8246], [1.0078, -2.2299, -0.4630], [1.8836, -1.6223, 1.0466], [3.2071, 2.6502, 1.6747], [1.4481, 2.3917, 1.8304]],
  "homo_lumo_gap_ev": 7.16,
  "total_charge": -1
}

{
  "formula": "C9H17NOS",
  "method": "ωB97M-V/def2-TZVPD",
  "species": ["C", "C", "C", "C", "C", "C", "C", "C", "C", "N", "O", "S", "H", "H", "H", "H", "H", "H", "H", "H", "H", "H", "H", "H", "H", "H", "H", "H", "H"],
  "positions_angstrom": [[1.3555, -1.8071, -1.2853], [0.1955, -4.7078, -0.7071], [-1.7961, 0.6410, 0.3026], [-0.8984, -0.0823, -0.4051], [1.2198, -0.1496, -1.2109], [-3.0409, 0.3907, 2.3607], [3.7518, 2.6046, -1.4142], [-2.9969, 0.0570, 0.9271], [2.2828, 2.0269, -1.3552], [0.2788, 0.5536, -0.7456], [2.3935, 0.5894, -1.4831], [0.8613, -3.3937, -0.0331], [0.5000, -1.9729, -1.9396], [2.2520, -2.0409, -1.7672], [0.7748, -5.4378, -1.1326], [-0.9274, -4.7493, -0.9731], [-1.7152, 1.7142, 0.2794], [-1.1303, -1.1513, -0.6260], [-2.2682, -0.2532, 2.7474], [-3.9847, 0.1412, 2.8020], [-2.9979, 1.4197, 2.5216], [4.2216, 2.5103, -2.3247], [3.8827, 3.5816, -1.0120], [4.3876, 2.0329, -0.8367], [-3.8110, 0.4639, 0.4059], [-2.8903, -1.0561, 0.9474], [1.5908, 2.4067, -2.1821], [2.0002, 2.2369, -0.3395], [-0.2623, -2.7041, 0.3609]],
  "homo_lumo_gap_ev": 8.30,
  "total_charge": 0
}

{
  "formula": "C9H18",
  "method": "ωB97M-V/def2-TZVPD",
  "species": ["C", "C", "C", "C", "C", "C", "C", "C", "C", "H", "H", "H", "H", "H", "H", "H", "H", "H", "H", "H", "H", "H", "H", "H", "H", "H", "H"],
  "positions_angstrom": [[-0.8330, 0.6212, -0.0754], [0.2488, 0.1450, -1.0109], [0.5824, -1.2938, -0.7830], [1.0811, 1.2800, -0.5929], [-1.2235, -1.7656, -0.4463], [-2.0100, 1.3640, -0.6575], [-0.8533, 0.6036, 1.4292], [2.0158, 1.4016, 0.5580], [1.4386, -1.8202, 0.3418], [-0.0802, 0.2483, -2.0467], [0.8539, -1.7888, -1.7197], [1.2076, 2.0719, -1.3264], [-2.0299, 2.4055, -0.3178], [-0.6609, 1.6068, 1.8291], [-1.8648, -1.5744, 0.4171], [-0.9762, -2.8271, -0.3472], [-1.7850, -1.6398, -1.3719], [-1.9994, 1.3804, -1.7496], [-2.9457, 0.9021, -0.3260], [-0.1374, -0.0913, 1.8598], [-1.8423, 0.3138, 1.7960], [2.0268, 0.5524, 1.2428], [1.7419, 2.2601, 1.1920], [3.0394, 1.5748, 0.2138], [1.0809, -1.5402, 1.3312], [2.4736, -1.4764, 0.2533], [1.4507, -2.9138, 0.3073]],
  "homo_lumo_gap_ev": 7.83,
  "total_charge": 0
}

{
  "formula": "C9H18AsF7O9Tl",
  "method": "ωB97M-V/def2-TZVPD",
  "species": ["Tl", "As", "F", "F", "F", "F", "F", "F", "F", "C", "O", "C", "O", "O", "C", "H", "H", "H", "H", "H", "H", "C", "O", "C", "O", "O", "C", "H", "H", "H", "H", "H", "H", "C", "O", "C", "O", "O", "C", "H", "H", "H", "H", "H", "H"],
  "positions_angstrom": [[2.0521, -1.1940, -0.1937], [4.4391, 1.2643, 2.9838], [4.6421, -0.2581, 3.8944], [5.2326, 2.2218, 4.2834], [4.1593, 2.8563, 2.0854], [3.6191, 0.3989, 1.5536], [2.8056, 1.4959, 3.7438], [6.0126, 1.0232, 2.1660], [1.0352, 1.4144, 0.5543], [0.6298, 2.7822, -2.7565], [0.2254, 1.9133, -3.7727], [0.5827, 0.5471, -3.7493], [1.1823, -0.0455, -2.8708], [0.3320, -0.1535, -4.9150], [-0.4790, 0.4256, -5.9850], [-0.0006, 3.6620, -2.6273], [1.6930, 3.0181, -2.8021], [0.3917, 2.2020, -1.8650], [-1.5229, 0.4113, -5.6715], [-0.4158, -0.1149, -6.9294], [-0.1665, 1.4271, -6.2810], [-0.7376, -4.0920, 3.5277], [-1.0082, -2.7012, 3.7667], [-0.4456, -1.6911, 3.1997], [0.2932, -1.6654, 2.1954], [-1.0114, -0.6120, 3.7265], [-0.4627, 0.7376, 3.6029], [-1.4332, -4.4066, 2.7497], [-0.7763, -4.6657, 4.4537], [0.2734, -4.4043, 3.2660], [0.4203, 0.7933, 4.2396], [-1.2105, 1.4590, 3.9322], [-0.1819, 1.0818, 2.6076], [-2.8805, -1.6103, -3.0937], [-3.1538, -0.7351, -2.0495], [-2.3465, -0.3320, -1.0314], [-1.1444, -0.7508, -0.8475], [-2.9911, 0.4526, -0.2223], [-2.4220, 0.7846, 0.9844], [-2.1593, -1.0987, -3.7311], [-3.7972, -1.8114, -3.6481], [-2.5963, -2.4951, -2.5243], [-1.6878, 1.5784, 0.8465], [-1.8442, -0.0327, 1.4159], [-3.1459, 0.9196, 1.7881]],
  "homo_lumo_gap_ev": [10.80, 6.19],
  "total_charge": 0,
  "multiplicity": 2
}